This record from OMol25 describes an isolated molecule of C3H4N2O at a distorted geometry. The level of theory is wB97M-V/def2-TZVPD.

The HOMO-LUMO gap is 9.365 eV. The lowest unoccupied orbital energy comes out at 0.81 eV. As for the SMILES: Nc1ccno1. As for the energy above the lowest of the compared OMol25 structures with the same formula, charge and spin: 1.916 eV.

Positions of all 10 atoms, in Å:
N  -1.36  -1.21  -0.04
C  -0.46  -0.19  -0.21
C  0.69  -0.04  0.51
C  1.31  1.09  -0.06
N  0.63  1.63  -1.04
O  -0.56  0.76  -1.14
H  -2.29  -1.19  -0.42
H  -1.27  -1.69  0.85
H  1.04  -0.68  1.30
H  2.26  1.53  0.24

This record from OMol25 describes a cluster of 5 separate species, C3H15NO3S in total at a distorted geometry. The level of theory is wB97M-V/def2-TZVPD.

The HOMO-LUMO gap is 5.935 eV. The lowest unoccupied orbital energy comes out at -3.47 eV. As for the energy above the lowest of the compared OMol25 structures with the same formula, charge and spin: 4.397 eV.

Positions of all 23 atoms, in Å:
C  -1.82  -0.46  -1.95
C  -0.92  0.48  -1.16
C  -1.33  0.46  0.34
S  -0.36  1.64  1.35
N  0.47  0.15  -1.42
H  -2.89  -0.22  -1.84
H  -1.50  -0.49  -3.01
H  -1.76  -1.50  -1.52
H  -1.11  1.50  -1.53
H  -1.18  -0.56  0.71
H  -2.36  0.76  0.41
H  1.80  0.12  0.96
H  0.64  -0.85  -1.29
H  1.06  0.64  -0.73
H  1.80  -3.06  0.27
H  1.09  -1.84  0.91
O  1.04  -2.47  0.17
H  1.91  2.05  0.61
H  2.04  3.45  0.07
O  2.57  2.65  0.22
H  0.07  -1.04  3.56
H  0.43  -0.26  2.25
O  0.30  -1.16  2.64

This record from OMol25 describes a structure of composition C36H51Cl2IrN2OP at a distorted geometry. The level of theory is wB97M-V/def2-TZVPD.

The HOMO-LUMO gap (alpha / beta) is 4.951 / 5.617 eV. As for the spin multiplicity: 6. The lowest unoccupied orbital energy (alpha / beta) comes out at 0.32 / -1.06 eV. As for the energy above the lowest of the compared OMol25 structures with the same formula, charge and spin: 0.000 eV.

Positions of all 94 atoms, in Å:
P  -0.16  0.85  -2.85
C  -1.81  0.19  -3.25
C  -2.27  1.05  -4.41
C  -3.70  0.66  -4.73
C  -3.88  -0.84  -4.93
C  -3.28  -1.70  -3.81
C  -1.83  -1.31  -3.52
C  1.33  0.09  -3.58
C  1.21  0.49  -5.03
C  2.52  0.14  -5.70
C  2.92  -1.32  -5.49
C  2.87  -1.78  -4.02
C  1.54  -1.42  -3.37
C  -0.06  2.63  -2.53
C  -1.19  3.16  -1.62
C  -1.18  4.68  -1.72
C  0.18  5.30  -1.39
C  1.35  4.63  -2.11
C  1.32  3.11  -2.02
H  -2.41  0.37  -2.32
H  -1.59  0.86  -5.25
H  -2.20  2.12  -4.15
H  -4.00  1.22  -5.61
H  -4.33  1.00  -3.89
H  -4.94  -1.07  -5.02
H  -3.40  -1.13  -5.87
H  -3.86  -1.57  -2.88
H  -3.31  -2.76  -4.07
H  -1.42  -1.87  -2.65
H  -1.19  -1.52  -4.39
H  2.17  0.59  -3.05
H  3.29  0.80  -5.28
H  0.99  1.56  -5.12
H  0.36  -0.07  -5.46
H  2.41  0.37  -6.76
H  3.93  -1.47  -5.88
H  2.24  -1.96  -6.07
H  3.03  -2.86  -3.95
H  3.67  -1.29  -3.45
H  1.52  -1.67  -2.30
H  0.72  -1.98  -3.84
H  -0.20  2.99  -3.58
H  -2.17  2.77  -1.93
H  -1.04  2.81  -0.59
H  -1.44  4.95  -2.76
H  -1.96  5.10  -1.08
H  0.35  5.22  -0.30
H  0.17  6.36  -1.63
H  2.30  4.99  -1.72
H  1.31  4.89  -3.18
H  2.13  2.68  -2.62
H  1.48  2.76  -0.98
Ir  0.21  -0.37  0.30
Cl  2.40  0.33  -0.27
Cl  -2.05  0.34  0.25
C  -0.43  -1.97  -0.39
H  -1.51  -2.07  -0.63
C  0.37  -3.18  -0.28
C  1.77  -3.11  -0.13
C  2.50  -4.29  -0.10
C  1.85  -5.52  -0.19
C  0.45  -5.58  -0.29
C  -0.31  -4.42  -0.35
H  2.25  -2.14  -0.03
H  3.59  -4.24  0.00
H  -0.07  -6.54  -0.34
H  -1.39  -4.42  -0.42
H  2.43  -6.45  -0.16
C  -0.22  1.21  6.49
N  -0.36  1.18  5.07
N  0.38  0.40  4.28
C  0.08  0.69  3.01
O  0.77  -0.01  2.19
C  -0.89  1.74  2.95
C  -1.13  2.01  4.33
C  -2.04  2.96  4.92
C  1.27  -0.66  4.64
C  0.94  -1.52  5.68
C  1.81  -2.53  6.06
C  2.99  -2.73  5.33
C  3.29  -1.94  4.22
C  2.43  -0.89  3.88
H  0.65  0.61  6.78
H  -1.12  0.79  6.95
H  -0.08  2.24  6.81
H  -1.32  2.13  2.10
H  -2.78  2.47  5.57
H  -1.51  3.73  5.52
H  -2.60  3.49  4.12
H  -0.01  -1.36  6.21
H  1.58  -3.14  6.91
H  3.69  -3.53  5.62
H  4.20  -2.09  3.62
H  2.68  -0.25  3.01

This record from OMol25 describes an isolated molecule of C7H10. The level of theory is wB97M-V/def2-TZVPD.

The HOMO-LUMO gap is 10.344 eV. The lowest unoccupied orbital energy comes out at 1.09 eV. As for the SMILES: C[C@]12C[C@@H]3[C@H](C1)[C@@H]32. As for the energy above the lowest of the compared OMol25 structures with the same formula, charge and spin: 2.444 eV.

Positions of all 17 atoms, in Å:
C  1.64  -1.13  -0.11
C  0.38  -0.32  0.00
C  -1.03  -0.94  -0.07
C  -1.49  0.49  -0.44
C  -0.60  1.52  0.24
C  0.32  0.74  1.13
C  -0.12  0.79  -0.98
H  1.76  -1.76  0.78
H  1.66  -1.77  -1.00
H  2.51  -0.46  -0.15
H  -1.34  -1.56  0.78
H  -1.15  -1.54  -0.98
H  -2.40  0.85  -0.92
H  -0.92  2.55  0.39
H  -0.05  0.43  2.12
H  1.30  1.23  1.23
H  0.16  0.98  -2.01

This record from OMol25 describes an isolated molecule of C6H9N. The level of theory is wB97M-V/def2-TZVPD.

The HOMO-LUMO gap is 8.594 eV. The lowest unoccupied orbital energy comes out at 0.09 eV. As for the energy above the lowest of the compared OMol25 structures with the same formula, charge and spin: 4.805 eV.

Positions of all 16 atoms, in Å:
C  2.02  0.81  0.46
C  0.66  0.37  -0.09
C  0.68  -0.68  -1.14
C  -0.58  -1.45  -0.91
N  -1.32  -1.01  0.30
C  -1.86  0.33  0.20
C  -0.54  0.10  0.85
H  2.54  1.41  -0.29
H  2.67  -0.04  0.70
H  1.91  1.42  1.36
H  -1.21  -1.45  -1.81
H  -0.28  -2.50  -0.78
H  -2.77  0.52  0.76
H  -1.83  0.83  -0.78
H  0.32  1.19  -0.76
H  -0.42  0.14  1.93

This record from OMol25 describes an isolated molecule of C3H4ClFO at a distorted geometry. The level of theory is wB97M-V/def2-TZVPD.

The HOMO-LUMO gap is 10.076 eV. The lowest unoccupied orbital energy comes out at 0.74 eV. As for the SMILES: OC/C(Cl)=C\F. As for the energy above the lowest of the compared OMol25 structures with the same formula, charge and spin: 1.029 eV.

Positions of all 10 atoms, in Å:
C  -0.59  -0.66  0.35
C  0.17  0.54  0.07
C  1.43  0.84  -0.20
H  -1.65  -1.61  -0.94
H  -1.04  -0.49  1.36
H  0.07  -1.52  0.47
H  1.84  1.83  -0.23
O  -1.76  -0.78  -0.49
F  2.35  -0.08  -0.26
Cl  -0.81  1.92  -0.12

This record from OMol25 describes a cluster of 3 separate species, C4H7N3O in total at a distorted geometry. The level of theory is wB97M-V/def2-TZVPD.

The HOMO-LUMO gap is 7.472 eV. The lowest unoccupied orbital energy comes out at -0.73 eV. As for the energy above the lowest of the compared OMol25 structures with the same formula, charge and spin: 10.096 eV.

Positions of all 15 atoms, in Å:
C  2.82  -0.31  0.05
C  0.25  -0.18  -0.11
C  -0.22  -1.47  -0.12
C  -1.56  -1.38  0.10
H  3.01  -1.47  0.11
H  3.30  0.00  -1.04
H  3.65  0.19  0.66
H  0.38  -2.33  0.10
H  -2.18  -2.24  0.24
H  -1.81  0.23  1.49
H  0.62  2.20  -0.47
N  1.40  0.30  0.15
N  -2.08  0.04  -0.13
N  -0.80  0.73  -0.29
O  -0.55  2.00  0.15

This record from OMol25 describes the ion C4H4N3O3 with charge -1 at a distorted geometry. The level of theory is wB97M-V/def2-TZVPD.

The charge is -1. The HOMO-LUMO gap is 7.263 eV. The lowest unoccupied orbital energy comes out at 3.78 eV. As for the SMILES: Cn1nnc([O-])c1C(=O)O. As for the energy above the lowest of the compared OMol25 structures with the same formula, charge and spin: 3.383 eV.

Positions of all 14 atoms, in Å:
C  -0.34  0.19  0.16
C  -1.78  -0.70  0.08
C  -0.28  1.61  0.00
C  2.00  -0.56  -0.02
N  -1.32  -1.94  -0.05
N  0.02  -2.03  -0.09
N  0.55  -0.80  -0.04
O  0.76  2.27  -0.16
O  -1.50  2.24  0.09
O  -2.91  -0.26  -0.02
H  2.40  -0.40  0.94
H  2.37  -1.55  -0.22
H  2.32  0.35  -0.63
H  -2.29  1.59  -0.02

This record from OMol25 describes an isolated molecule of C20H20FIO6P2 at a distorted geometry. The level of theory is wB97M-V/def2-TZVPD.

The HOMO-LUMO gap is 7.636 eV. The lowest unoccupied orbital energy comes out at -1.14 eV. As for the SMILES: CP(O)c1ccc(P(=O)(O)O)c2c1C(=O)c1ccc(CCCI)c(CCF)c1C2=O.

Positions of all 50 atoms, in Å:
C  4.02  -0.39  2.48
P  4.98  -0.16  0.92
O  5.48  -1.67  0.49
C  3.71  0.24  -0.37
C  4.02  1.25  -1.26
C  3.14  1.66  -2.26
C  1.90  1.07  -2.40
P  0.87  1.76  -3.72
O  1.63  2.76  -4.46
O  -0.40  2.42  -2.99
O  0.34  0.62  -4.71
C  1.55  0.05  -1.50
C  2.44  -0.36  -0.50
C  1.95  -1.43  0.43
O  2.64  -2.33  0.82
C  0.53  -1.28  0.82
C  0.10  -1.53  2.10
C  -1.23  -1.31  2.40
C  -2.14  -0.86  1.46
C  -3.56  -0.58  1.91
C  -3.63  0.77  2.65
C  -3.20  1.98  1.82
I  -1.18  2.61  2.24
C  -1.73  -0.65  0.13
C  -2.68  -0.24  -0.98
C  -3.26  -1.48  -1.67
F  -3.94  -2.25  -0.74
C  -0.37  -0.86  -0.16
C  0.21  -0.62  -1.52
O  -0.33  -0.95  -2.54
H  3.03  0.08  2.42
H  3.85  -1.43  2.72
H  4.58  0.08  3.28
H  5.11  -2.34  1.08
H  4.98  1.73  -1.14
H  3.45  2.47  -2.91
H  -0.49  2.13  -2.07
H  -0.62  0.54  -4.61
H  0.81  -1.86  2.85
H  -1.54  -1.50  3.42
H  -3.84  -1.34  2.62
H  -4.24  -0.56  1.07
H  -4.67  0.93  2.94
H  -3.06  0.75  3.57
H  -3.82  2.84  2.02
H  -3.22  1.81  0.76
H  -3.53  0.32  -0.62
H  -2.17  0.33  -1.74
H  -2.49  -2.07  -2.14
H  -3.98  -1.14  -2.41

This record from OMol25 describes a cluster of 9 separate species, C6H30N8O10 in total at a distorted geometry. The level of theory is wB97M-V/def2-TZVPD.

The HOMO-LUMO gap is 9.406 eV. The lowest unoccupied orbital energy comes out at -0.08 eV. As for the SMILES: NC(N)=O.NC(N)=O.NC(N)=O.NC(N)=O.OCCO.O.O.O.O.

Positions of all 54 atoms, in Å:
C  1.70  -1.05  5.40
C  0.24  -0.85  5.29
O  -0.23  0.48  5.31
O  2.40  -0.50  4.24
H  2.01  -2.03  5.77
H  2.09  -0.43  6.21
H  -0.22  -1.35  6.14
H  -0.14  -1.24  4.34
H  -1.18  0.42  5.19
H  1.87  0.29  4.11
C  -1.05  -6.67  -5.02
O  -1.98  -7.41  -4.79
N  -0.85  -5.57  -4.37
N  -0.15  -6.83  -5.94
H  -1.62  -5.23  -3.81
H  -0.10  -4.97  -4.70
H  0.75  -6.39  -5.84
H  -0.07  -7.75  -6.36
C  4.05  -2.54  -2.44
O  3.48  -2.59  -3.45
N  3.77  -3.22  -1.36
N  5.14  -1.88  -2.33
H  4.03  -2.93  -0.43
H  2.92  -3.77  -1.37
H  5.46  -1.59  -1.41
H  5.25  -1.40  -3.21
C  2.89  5.10  2.85
O  3.17  5.52  3.93
N  1.63  4.77  2.60
N  3.63  4.73  1.86
H  1.38  4.17  1.83
H  0.95  5.04  3.29
H  4.62  4.92  1.82
H  3.20  4.30  1.06
C  -5.60  3.29  2.24
O  -5.45  2.36  3.07
N  -6.70  3.96  2.12
N  -4.69  3.59  1.40
H  -7.46  3.86  2.79
H  -6.69  4.51  1.28
H  -4.77  4.21  0.60
H  -3.88  3.00  1.44
O  -4.64  -3.39  -0.89
H  -5.12  -3.57  -0.09
H  -5.30  -3.08  -1.51
O  -0.89  1.96  -5.27
H  -0.31  1.55  -5.90
H  -1.75  1.98  -5.71
O  -0.16  0.40  -0.47
H  0.10  0.54  -1.39
H  -0.60  -0.45  -0.47
O  1.98  4.62  -2.43
H  1.19  5.00  -2.05
H  1.68  4.12  -3.19

This record from OMol25 describes a structure of composition CH2ClNO2S2 at a distorted geometry. The level of theory is wB97M-V/def2-TZVPD.

The HOMO-LUMO gap is 8.781 eV. The lowest unoccupied orbital energy comes out at -1.71 eV. As for the energy above the lowest of the compared OMol25 structures with the same formula, charge and spin: 0.574 eV.

Positions of all 9 atoms, in Å:
C  -1.74  -0.83  -2.15
N  -2.42  0.15  -1.93
O  1.88  -3.08  -0.83
O  1.02  -0.92  -0.01
S  -0.80  -2.15  -2.28
S  0.81  -2.40  -0.17
Cl  2.11  -0.83  2.77
H  -2.80  0.92  -2.43
H  1.79  -0.74  1.39

This record from OMol25 describes a cluster of 2 separate species, C11H15N in total at a distorted geometry. The level of theory is wB97M-V/def2-TZVPD.

The HOMO-LUMO gap is 8.686 eV. The lowest unoccupied orbital energy comes out at 0.93 eV. As for the SMILES: Cc1c[nH]c2ccccc12.CC. As for the energy above the lowest of the compared OMol25 structures with the same formula, charge and spin: 3.154 eV.

Positions of all 27 atoms, in Å:
C  2.24  1.19  0.34
C  -0.25  0.71  0.23
C  0.84  1.38  0.87
C  -1.38  1.36  0.95
C  0.52  2.41  1.70
C  -1.81  -0.52  -0.93
C  -2.87  -0.32  -0.03
C  -0.43  -0.16  -0.84
C  -2.65  0.70  0.94
N  -0.85  2.38  1.77
H  -1.97  -1.28  -1.70
H  -3.87  -0.70  -0.04
H  0.28  -0.41  -1.67
H  -3.32  0.79  1.82
H  2.81  1.97  0.38
H  2.11  0.94  -0.79
H  1.22  3.11  2.07
H  -1.41  2.96  2.39
H  2.78  0.29  0.79
C  1.70  -3.52  -1.50
C  2.96  -3.71  -2.38
H  1.60  -2.42  -1.74
H  0.77  -3.94  -1.78
H  1.80  -3.80  -0.51
H  2.81  -3.99  -3.30
H  3.75  -4.52  -2.02
H  3.38  -2.72  -2.39

What is the formula in the twelfth record? C11H15N